w:
Formula: C4H11NO3
Source: the Open Molecules 2025 dataset
Level of theory: ωB97M-V/def2-TZVPD

Element x y z (Å)
C: -0.699 0.911 -0.269
C: -0.913 -0.266 -1.033
C: -2.149 -0.753 -0.667
N: -2.712 0.141 0.201
C: -1.824 1.145 0.485
H: 0.149 1.559 -0.429
H: -0.230 -0.751 -1.709
H: -2.735 -1.549 -1.088
H: -3.695 0.173 0.401
H: -2.165 2.076 0.899
O: 2.942 -0.330 0.756
H: 3.111 -1.195 0.372
H: 2.154 -0.453 1.314
O: 2.589 0.867 -1.799
H: 3.401 1.363 -1.651
H: 2.403 0.518 -0.909
O: 0.484 -1.072 1.798
H: 0.044 -1.910 1.949
H: -0.158 -0.472 1.379

The value obtained for the molar mass is 121.14 g mol⁻¹. As for the SMILES: c1cc[nH]c1.O.O.O. Its HOMO energy is -8.82 eV. The LUMO energy comes out at 0.7 eV. Its gap between HOMO and LUMO is 0.34921 Eh.


x:
Formula: C4H11NO3
Source: the Open Molecules 2025 dataset
Level of theory: ωB97M-V/def2-TZVPD

Element x y z (Å)
C: -0.665 0.681 -2.112
N: -0.530 1.148 -0.714
C: 0.519 0.528 -0.080
C: 1.809 0.400 -0.513
O: 2.287 -1.943 0.477
C: 0.227 -0.217 1.204
O: -0.893 0.233 1.826
H: -1.123 -0.298 -2.300
H: 0.327 0.797 -2.543
H: -1.383 1.340 -2.601
H: -1.392 0.832 -0.186
H: 0.143 -1.277 0.890
H: 2.374 1.067 -1.162
H: 2.457 -0.394 -0.104
H: 2.842 -2.682 0.710
H: 1.092 -0.164 1.864
H: -1.662 -0.104 1.203
H: -3.164 -0.502 -0.244
O: -2.302 -0.192 0.031

The value obtained for the molar mass is 121.14 g mol⁻¹. Its HOMO energy is -9.05 eV. The LUMO energy comes out at -4.1 eV. Its gap between HOMO and LUMO is 0.18372 Eh.


y:
Formula: C4H11NO3
Source: the Open Molecules 2025 dataset
Level of theory: ωB97M-V/def2-TZVPD

Element x y z (Å)
C: 0.911 1.111 0.165
O: 2.016 0.786 0.908
C: -0.259 0.104 0.262
C: -1.642 0.548 -0.219
C: -2.400 1.553 0.321
O: -1.808 -2.161 -0.482
N: 0.383 -0.935 -0.638
H: 0.550 2.153 0.348
H: 1.061 1.186 -0.920
H: 4.331 -0.607 0.027
H: -0.251 -0.204 1.323
H: -3.275 1.760 -0.252
H: -2.118 -0.146 -0.930
H: -2.197 2.249 1.144
H: -0.416 -1.595 -0.853
H: -2.312 -2.964 -0.821
H: 1.059 -1.510 -0.130
H: 2.843 -0.280 0.427
O: 3.523 -1.049 0.320

The value obtained for the molar mass is 121.14 g mol⁻¹. Its HOMO energy is -9.48 eV. The LUMO energy comes out at -5.0 eV. Its gap between HOMO and LUMO is 0.16333 Eh.


Energies in kcal/mol, measured from the most stable structure: w 0.0; x 191.3; y 205.6.


w:
Formula: C2H4ClOP
Source: the Open Molecules 2025 dataset
Level of theory: ωB97M-V/def2-TZVPD

Element x y z (Å)
C: -1.586 0.252 -0.161
C: 1.387 0.447 0.191
O: -2.069 0.788 -1.089
P: 0.443 -1.166 -0.055
Cl: 0.410 1.688 1.006
H: -1.686 0.201 0.843
H: 1.453 0.770 -0.867
H: 2.346 0.360 0.666
H: 0.160 -0.961 1.314

The value obtained for the molar mass is 110.48 g mol⁻¹. Its HOMO energy is -8.43 eV. The LUMO energy comes out at 0.2 eV. Its gap between HOMO and LUMO is 0.31783 Eh.


x:
Formula: C2H4ClOP
Source: the Open Molecules 2025 dataset
Level of theory: ωB97M-V/def2-TZVPD

Element x y z (Å)
O: -2.131 -1.132 -0.976
P: -2.658 -0.604 0.267
Cl: -2.947 1.431 -0.071
C: 1.651 -0.085 0.629
C: 0.958 0.156 -0.421
H: 1.113 -0.589 1.524
H: 2.632 0.368 0.640
H: 1.398 0.730 -1.185
H: -0.014 -0.275 -0.407

The value obtained for the molar mass is 110.48 g mol⁻¹. As for the SMILES: O=PCl.C=C. Its HOMO energy is -10.44 eV. The LUMO energy comes out at -1.3 eV. Its gap between HOMO and LUMO is 0.33742 Eh.


Energies in kcal/mol, measured from the most stable structure: w 58.0; x 0.0.


w:
Formula: C2H3OP
Source: the Open Molecules 2025 dataset
Level of theory: ωB97M-V/def2-TZVPD

Element x y z (Å)
C: 1.062 -0.212 -0.526
C: 0.851 -0.368 0.769
O: -1.811 0.872 0.023
P: -0.491 -1.053 -0.202
H: 1.722 0.183 -1.265
H: 1.240 -0.121 1.731
H: -2.574 0.697 -0.529

The value obtained for the molar mass is 74.02 g mol⁻¹. Its HOMO energy is -9.34 eV. The LUMO energy comes out at 0.1 eV. Its gap between HOMO and LUMO is 0.34662 Eh.


x:
Formula: C2H3OP
Source: the Open Molecules 2025 dataset
Level of theory: ωB97M-V/def2-TZVPD

Element x y z (Å)
C: 0.163 0.112 0.377
C: -0.776 -0.421 -0.432
P: -2.294 -1.406 0.332
O: -2.049 -1.047 1.719
H: 0.145 -0.200 1.459
H: 1.009 0.685 -0.111
H: -0.715 -0.425 -1.434

The value obtained for the molar mass is 74.02 g mol⁻¹. As for the SMILES: C=CP=O. Its HOMO energy is -9.41 eV. The LUMO energy comes out at -0.9 eV. Its gap between HOMO and LUMO is 0.31231 Eh.


Energies in kcal/mol, measured from the most stable structure: w 41.7; x 0.0.


w:
Formula: C11H15N
Source: the Open Molecules 2025 dataset
Level of theory: ωB97M-V/def2-TZVPD

Element x y z (Å)
C: 0.157 0.570 2.931
C: -1.182 1.171 2.454
H: 0.330 -0.266 2.259
H: 0.868 1.370 2.926
H: 0.048 0.186 3.939
H: -0.999 1.530 1.446
H: -1.592 2.062 2.935
H: -2.033 0.488 2.423
C: 2.999 0.004 -1.285
C: -0.672 0.321 -0.753
C: 0.497 -0.475 -0.770
C: 1.567 0.350 -1.162
C: 0.990 1.609 -1.443
C: -1.881 -0.163 -0.345
C: -1.942 -1.480 0.160
C: 0.371 -1.812 -0.357
C: -0.839 -2.320 0.085
N: -0.316 1.593 -1.228
H: -0.935 2.380 -1.349
H: -2.712 0.526 -0.426
H: 1.433 2.578 -1.630
H: -2.919 -1.746 0.522
H: 1.152 -2.517 -0.623
H: 3.068 -0.812 -2.008
H: 3.467 -0.287 -0.346
H: -0.980 -3.390 0.128
H: 3.623 0.806 -1.672

The value obtained for the molar mass is 161.25 g mol⁻¹. Its spin multiplicity is 2. Its HOMO energy (alpha / beta) is -12.97 / -13.49 eV. The LUMO energy (alpha / beta) comes out at -3.7 / -7.0 eV. As for the total charge: +1. Its gap between HOMO and LUMO (alpha / beta) is 0.34105 / 0.24034 Eh.


x:
Formula: C11H15N
Source: the Open Molecules 2025 dataset
Level of theory: ωB97M-V/def2-TZVPD

Element x y z (Å)
C: -4.020 -1.986 -0.886
C: -1.737 -2.748 0.188
C: -2.625 -1.820 -0.421
C: -0.583 -0.843 -0.011
C: -1.882 -0.617 -0.482
C: 0.474 0.029 -0.034
C: -2.215 0.685 -0.904
C: 0.129 1.265 -0.617
C: -1.193 1.626 -0.879
N: -0.566 -2.199 0.428
H: -1.879 -3.760 0.546
H: 0.169 -2.622 0.973
H: -4.625 -1.138 -0.592
H: -4.516 -2.845 -0.435
H: 1.460 -0.321 0.219
H: -3.173 0.972 -1.315
H: 0.836 2.083 -0.677
H: -1.353 2.569 -1.388
H: -3.970 -2.168 -1.962
C: 3.607 1.271 0.515
C: 4.239 2.204 1.535
H: 3.228 0.369 0.982
H: 2.759 1.696 -0.020
H: 4.314 1.008 -0.271
H: 4.821 1.624 2.252
H: 4.850 2.995 1.123
H: 3.451 2.669 2.135

The value obtained for the molar mass is 161.25 g mol⁻¹. Its spin multiplicity is 2. Its HOMO energy (alpha / beta) is -12.97 / -13.56 eV. The LUMO energy (alpha / beta) comes out at -3.6 / -6.9 eV. As for the total charge: +1. Its gap between HOMO and LUMO (alpha / beta) is 0.34243 / 0.24594 Eh.


y:
Formula: C11H15N
Source: the Open Molecules 2025 dataset
Level of theory: ωB97M-V/def2-TZVPD

Element x y z (Å)
C: 2.048 0.483 0.085
C: 3.313 1.354 0.080
H: 1.831 0.164 -0.972
H: 2.203 -0.339 0.749
H: 1.185 1.086 0.457
H: 3.430 1.915 -0.815
H: 4.159 0.611 0.139
H: 3.308 2.022 0.934
C: -1.311 1.868 -1.605
C: -0.391 -0.571 -2.118
C: -0.943 0.433 -1.276
C: -0.765 -1.445 -0.097
C: -1.213 -0.122 0.031
C: -0.876 -2.367 0.956
C: -1.690 0.341 1.307
C: -1.332 -1.889 2.186
C: -1.783 -0.511 2.436
N: -0.417 -1.720 -1.456
H: -0.315 -0.582 -3.185
H: -0.177 -2.617 -1.800
H: -0.444 2.300 -1.948
H: -1.510 2.483 -0.771
H: -0.549 -3.383 0.945
H: -2.123 1.278 1.498
H: -1.283 -2.577 3.147
H: -2.232 -0.183 3.435
H: -2.121 1.967 -2.342

The value obtained for the molar mass is 161.25 g mol⁻¹. Its spin multiplicity is 2. Its HOMO energy (alpha / beta) is -12.98 / -13.42 eV. The LUMO energy (alpha / beta) comes out at -3.7 / -6.9 eV. As for the total charge: +1. Its gap between HOMO and LUMO (alpha / beta) is 0.33931 / 0.24103 Eh.


Energies in kcal/mol, measured from the most stable structure: w 2.5; x 0.0; y 20.1.


w:
Formula: C4H5N2
Source: the Open Molecules 2025 dataset
Level of theory: ωB97M-V/def2-TZVPD

Element x y z (Å)
C: -0.099 -0.268 -0.022
C: 0.870 0.855 0.093
C: 0.462 -1.457 0.014
C: -2.495 0.287 0.180
N: -1.422 -0.117 0.151
N: 2.053 -0.036 0.292
H: 0.815 1.427 -0.795
H: 0.930 1.570 0.886
H: 0.159 -2.492 -0.284
H: -3.613 0.500 0.128
H: 2.339 -0.268 -0.643

The value obtained for the molar mass is 81.10 g mol⁻¹. Its HOMO energy (alpha / beta) is -14.63 / -14.75 eV. The LUMO energy (alpha / beta) comes out at -5.5 / -5.6 eV. As for the total charge: +1. Its gap between HOMO and LUMO (alpha / beta) is 0.33469 / 0.33807 Eh.


x:
Formula: C4H5N2
Source: the Open Molecules 2025 dataset
Level of theory: ωB97M-V/def2-TZVPD

Element x y z (Å)
C: 3.116 -0.136 0.197
C: -0.307 0.130 -0.141
C: 0.313 -1.237 -0.280
C: -1.416 0.887 0.147
N: 0.986 0.105 -0.197
N: 2.120 0.475 0.017
H: 0.129 -1.889 0.669
H: 0.194 -1.647 -1.259
H: -2.284 0.562 -0.462
H: -1.082 1.953 0.102
H: -1.770 0.797 1.206

The value obtained for the molar mass is 81.10 g mol⁻¹. Its HOMO energy is -16.27 eV. The LUMO energy comes out at -5.9 eV. As for the total charge: +1. Its gap between HOMO and LUMO is 0.38254 Eh.


y:
Formula: C4H5N2
Source: the Open Molecules 2025 dataset
Level of theory: ωB97M-V/def2-TZVPD

Element x y z (Å)
C: 0.091 -0.321 -1.383
N: -0.712 -0.830 -0.527
C: -0.928 -0.400 0.716
C: 0.068 0.694 1.218
N: 1.152 0.880 0.640
C: 1.278 0.251 -0.933
H: -0.098 -0.722 -2.494
H: -1.004 -1.165 1.377
H: -1.813 0.162 0.687
H: -0.218 1.187 2.042
H: 2.186 0.265 -1.343

The value obtained for the molar mass is 81.10 g mol⁻¹. As for the SMILES: C1=NCC=[N+]=C1. Its HOMO energy is -15.31 eV. The LUMO energy comes out at -7.9 eV. As for the total charge: +1. Its gap between HOMO and LUMO is 0.27250 Eh.


Energies in kcal/mol, measured from the most stable structure: w 36.6; x 31.3; y 0.0.